Record 1
This record from the Open Molecules 2025 dataset describes a structure of composition C5H7N2 in a non-equilibrium geometry. The level of theory is wB97M-V/def2-TZVPD.

Last column: Löwdin charge in e.
Geometry (Å):
C 0.54339 1.14532 -1.42595  0.12
C -0.39517 1.82536 0.12205  0.03
C -0.31421 0.39420 0.32654  -0.20
C -0.64254 -0.24988 1.61202  0.04
C 0.65972 -1.41222 -1.25443  0.03
N 0.05198 2.21815 -1.07933  0.16
N 0.17038 -0.11070 -0.81184  -0.01
H -0.35725 2.57132 0.85370  0.14
H 0.29241 -0.86677 1.89036  0.15
H -1.51825 -0.78533 1.50416  0.08
H -0.72725 0.61374 2.29611  0.11
H 0.21922 -1.71254 -2.27820  0.14
H 1.68754 -1.46976 -1.31525  0.07
H 0.33004 -2.16088 -0.43995  0.14

Results
HOMO-LUMO gap (alpha / beta): 8.4 / 7.7 eV
Multiplicity: 1
Energy relative to the best compared isomer or geometry (same formula, charge and spin): 6.052 eV
Total charge: +1
Lowest unoccupied orbital energy (alpha / beta): -6.5 / -7.5 eV
HOMO energy (alpha / beta): -0.5464 / -0.5568 hartree



Record 2
This record from the Open Molecules 2025 dataset describes a cluster of 5 separate species, C2H14NO5 in total in a non-equilibrium geometry. The level of theory is wB97M-V/def2-TZVPD.

Last column: Löwdin charge in e.
Geometry (Å):
O -1.72062 0.25432 1.50643  0.07
C -0.76323 0.07731 2.21309  -0.21
C 0.46064 -0.59346 1.60486  -0.11
N 0.48605 -0.27922 0.16466  0.18
H -0.80077 0.43193 3.24716  0.13
H 1.35894 -0.25740 2.09251  0.10
H 0.40480 -1.64090 1.90180  0.15
H -0.47298 -0.35200 -0.22210  0.11
H 0.87939 0.65095 0.05568  0.16
H 1.08703 -0.90357 -0.37403  0.14
H 2.40301 1.76138 2.70723  0.05
H 1.19341 2.74286 2.86567  0.06
O 1.49248 1.83739 3.00560  -0.04
H -2.59213 -0.69557 -1.63124  0.07
H -2.68175 -1.63718 -0.56393  0.07
O -1.97845 -1.21961 -1.08964  -0.06
H -0.81151 0.55906 -4.40307  0.06
H -0.58533 -1.01785 -3.97218  0.06
O -0.39764 -0.09160 -3.83828  -0.03
H 1.23488 0.01939 -2.69035  0.02
H 2.73234 0.35653 -2.23782  0.07
O 1.90166 -0.06114 -1.99560  -0.05

Results
HOMO-LUMO gap: 11.1 eV
Multiplicity: 1
Energy relative to the best compared isomer or geometry (same formula, charge and spin): 0.496 eV
Total charge: +1
Lowest unoccupied orbital energy: -2.9 eV
HOMO energy: -0.5148 hartree



Record 3
This record from the Open Molecules 2025 dataset describes a structure of composition C21H40GeN7SeSiTl in a non-equilibrium geometry. The level of theory is wB97M-V/def2-TZVPD.

Last column: Löwdin charge in e.
Geometry (Å):
Tl -0.46920 0.15590 -0.32130  0.64
C -0.44490 -3.44290 -4.97590  -0.10
C -0.93890 -4.59270 -4.11060  -0.27
C -0.01950 -4.92490 -2.93760  -0.27
C 0.26660 -3.73820 -2.01960  -0.32
Ge -1.41800 -2.89020 -1.28600  1.11
C -3.00980 -2.03060 -2.19300  -0.36
C -4.22750 -2.94900 -2.08700  -0.30
C -5.44980 -2.30160 -2.74350  -0.26
C -5.31590 -2.15190 -4.25250  -0.10
H -1.07640 -3.33890 -5.85410  0.08
H 0.56740 -3.63350 -5.31870  0.09
H -0.45570 -2.49370 -4.43700  0.06
H -1.03080 -5.47950 -4.73500  0.12
H -1.94170 -4.35970 -3.72460  0.08
H 0.94120 -5.26680 -3.33080  0.13
H -0.45830 -5.74540 -2.36510  0.12
H 0.83490 -2.97490 -2.55200  0.05
H 0.84580 -4.06560 -1.15330  0.07
H -1.82570 -3.48770 0.08960  -0.02
H -2.73110 -1.85580 -3.23170  0.05
H -3.24270 -1.06650 -1.73160  0.05
H -4.44910 -3.13810 -1.03170  0.11
H -4.02690 -3.90990 -2.57070  0.10
H -5.63500 -1.32910 -2.28460  0.11
H -6.30970 -2.93500 -2.53250  0.12
H -4.52830 -1.45480 -4.52700  0.06
H -6.24770 -1.77680 -4.66860  0.08
H -5.10970 -3.11580 -4.71220  0.08
C -0.49580 -1.16160 2.86220  -0.21
N 0.02740 0.11450 2.31290  -0.19
C 1.41900 0.25870 2.80920  -0.18
N 1.46340 0.22960 4.25020  -0.09
C 0.93860 -1.03490 4.74450  -0.14
N -0.44450 -1.18710 4.30340  -0.09
C -1.23600 -0.08680 4.84130  -0.15
N -0.70700 1.18130 4.35540  -0.09
C -0.76580 1.21460 2.91810  -0.22
C 0.67610 1.32640 4.79500  -0.14
H 0.10490 -1.98660 2.46720  0.13
H -1.53650 -1.28810 2.54110  0.12
H 1.82410 1.20760 2.45140  0.13
H 2.02440 -0.55820 2.41050  0.13
H 0.97320 -1.04720 5.83490  0.14
H 1.54150 -1.86240 4.36190  0.14
H -1.19580 -0.10790 5.92980  0.14
H -2.27690 -0.19450 4.52250  0.14
H -0.37210 2.16930 2.55800  0.10
H -1.80910 1.11760 2.59960  0.13
H 0.71730 1.30470 5.88470  0.14
H 1.07660 2.27980 4.44230  0.14
C -3.80220 4.67530 -0.47690  -0.20
Si -2.29320 4.64810 -1.63040  0.40
C -2.47360 3.70530 -3.27430  -0.21
C -1.37310 6.30380 -1.68320  -0.21
Se -0.69060 3.20760 -0.34890  0.36
H -4.48480 5.45420 -0.79910  0.04
H -3.51040 4.90420 0.54410  0.03
H -4.35300 3.74150 -0.46740  0.03
H -3.02760 4.30310 -3.99040  0.04
H -3.00690 2.76530 -3.15690  0.03
H -1.50280 3.49090 -3.71750  0.03
H -2.00230 7.05500 -2.15370  0.04
H -0.44440 6.24980 -2.24690  0.04
H -1.13300 6.65720 -0.68250  0.04
N 1.89340 -0.08370 -0.87370  0.12
C 2.96830 -0.21900 -1.30070  -0.09
C 4.23350 -0.36380 -1.79990  -0.16
C 4.58260 0.30430 -2.98130  -0.13
N 4.83320 0.84950 -3.95920  0.27
C 5.15990 -1.19300 -1.15580  -0.13
N 5.89140 -1.90350 -0.62970  0.27

Results
HOMO-LUMO gap (alpha / beta): 4.4 / 5.5 eV
Multiplicity: 1
Energy relative to the best compared isomer or geometry (same formula, charge and spin): 1.618 eV
Total charge: +2
Lowest unoccupied orbital energy (alpha / beta): -9.1 / -8.0 eV
HOMO energy (alpha / beta): -0.4963 / -0.4963 hartree



- total charge of number 1 (C5H7N2)?
  +1